{"formula": "C65H50F7GeN6O4P3PtS2", "method": "wB97M-V/def2-TZVPD", "elements": ["Pt", "F", "Ge", "C", "C", "C", "C", "C", "C", "P", "C", "C", "C", "C", "C", "C", "C", "C", "C", "C", "C", "C", "C", "C", "C", "C", "C", "C", "P", "C", "C", "C", "C", "C", "C", "C", "C", "C", "C", "C", "C", "C", "C", "C", "C", "C", "C", "P", "C", "C", "C", "C", "C", "C", "C", "C", "C", "C", "C", "C", "H", "H", "H", "H", "H", "H", "H", "H", "H", "H", "H", "H", "H", "H", "H", "H", "H", "H", "H", "H", "H", "H", "H", "H", "H", "H", "H", "H", "H", "H", "H", "H", "H", "H", "H", "H", "H", "H", "H", "H", "H", "H", "N", "C", "N", "N", "C", "N", "H", "H", "H", "H", "F", "C", "F", "F", "S", "O", "O", "N", "S", "O", "O", "C", "F", "F", "F", "N", "C", "C", "C", "C", "C", "C", "C", "H", "H", "H", "H"], "xyz": [[0.1059, 0.2705, -0.4892], [-3.7226, -3.9529, -0.0572], [-2.6972, -2.5120, -0.0668], [-2.5569, -2.3340, 1.8998], [-3.6423, -3.0026, 2.4835], [-3.8913, -2.9491, 3.8441], [-3.0545, -2.2208, 4.6696], [-1.9951, -1.5296, 4.1157], [-1.7316, -1.5746, 2.7361], [-0.2724, -0.6250, 2.2094], [1.1785, -1.6290, 2.6289], [2.4375, -1.3283, 2.1130], [3.5425, -2.0569, 2.5250], [3.4055, -3.0786, 3.4544], [2.1562, -3.3712, 3.9775], [1.0447, -2.6549, 3.5638], [-0.2271, 0.7042, 3.4500], [0.8663, 0.8378, 4.3050], [0.8125, 1.7408, 5.3568], [-0.3154, 2.5265, 5.5478], [-1.3893, 2.4209, 4.6732], [-1.3465, 1.5118, 3.6297], [-3.9822, -1.1152, -0.5330], [-5.2941, -1.5897, -0.6307], [-6.3686, -0.7334, -0.7998], [-6.1518, 0.6315, -0.8754], [-4.8626, 1.1231, -0.8008], [-3.7654, 0.2668, -0.6143], [-2.1944, 1.2059, -0.7006], [-2.2607, 2.4484, 0.6340], [-3.3870, 2.6008, 1.4460], [-3.4695, 3.6602, 2.3367], [-2.4311, 4.5745, 2.4307], [-1.2962, 4.4105, 1.6511], [-1.2035, 3.3480, 0.7657], [-2.5071, 2.2470, -2.1839], [-3.2613, 1.7424, -3.2436], [-3.5234, 2.5278, -4.3533], [-3.0347, 3.8252, -4.4228], [-2.2868, 4.3340, -3.3729], [-2.0212, 3.5514, -2.2597], [-1.6696, -3.1568, -1.6113], [-2.5435, -3.7913, -2.5010], [-2.0726, -4.4357, -3.6343], [-0.7107, -4.4952, -3.8789], [0.1651, -3.8476, -3.0258], [-0.3160, -3.1360, -1.9264], [0.8949, -2.2639, -0.9145], [2.2860, -1.7722, -1.9225], [2.1547, -1.4860, -3.2871], [3.2701, -1.1585, -4.0315], [4.5190, -1.0822, -3.4255], [4.6525, -1.3243, -2.0661], [3.5417, -1.6504, -1.3122], [1.4166, -3.6748, 0.1174], [2.5890, -4.3816, -0.1560], [2.8045, -5.6112, 0.4485], [1.8654, -6.1458, 1.3168], [0.6923, -5.4523, 1.5790], [0.4720, -4.2232, 0.9845], [-4.3058, -3.5891, 1.8679], [-4.7415, -3.4790, 4.2525], [-3.2235, -2.1801, 5.7372], [-1.3534, -0.9618, 4.7722], [2.5613, -0.5183, 1.4040], [4.5197, -1.8246, 2.1269], [4.2734, -3.6423, 3.7702], [2.0386, -4.1662, 4.7019], [0.0778, -2.9125, 3.9715], [1.7490, 0.2267, 4.1764], [1.6506, 1.8142, 6.0374], [-0.3639, 3.2112, 6.3852], [-2.2735, 3.0275, 4.8178], [-2.2070, 1.4019, 2.9854], [-5.4746, -2.6547, -0.5687], [-7.3716, -1.1320, -0.8751], [-6.9786, 1.3152, -1.0129], [-4.7078, 2.1870, -0.9174], [-4.2029, 1.8951, 1.4002], [-4.3544, 3.7742, 2.9492], [-2.5071, 5.4126, 3.1112], [-0.4789, 5.1157, 1.7220], [-0.3139, 3.2495, 0.1575], [-3.6565, 0.7360, -3.2088], [-4.1145, 2.1250, -5.1654], [-3.2402, 4.4365, -5.2913], [-1.9092, 5.3469, -3.4133], [-1.4383, 3.9788, -1.4591], [-3.6064, -3.8052, -2.3039], [-2.7705, -4.9178, -4.3058], [-0.3280, -5.0342, -4.7352], [1.2266, -3.8872, -3.2271], [1.1907, -1.5428, -3.7720], [3.1661, -0.9561, -5.0894], [5.3873, -0.8096, -4.0104], [5.6207, -1.2400, -1.5940], [3.6498, -1.8250, -0.2504], [3.3163, -4.0089, -0.8602], [3.7076, -6.1608, 0.2188], [2.0409, -7.1089, 1.7771], [-0.0528, -5.8689, 2.2442], [-0.4598, -3.7079, 1.1806], [3.0442, 4.8368, 1.5432], [2.2580, 4.4125, 2.5153], [2.1391, 5.1296, 3.6406], [1.5153, 3.3117, 2.4756], [1.3630, 2.3405, 1.6848], [1.0870, 1.3422, 1.1353], [3.6188, 5.6552, 1.6580], [3.1575, 4.2766, 0.6953], [2.6572, 5.9764, 3.7939], [1.5636, 4.7590, 4.3766], [2.6125, 3.6310, -3.5202], [3.5090, 2.8566, -2.9097], [4.6439, 3.5217, -2.7964], [3.6917, 1.7651, -3.6366], [2.8325, 2.4118, -1.2068], [2.4588, 1.0056, -1.2968], [1.7516, 3.3429, -0.9917], [3.9544, 2.7333, -0.1772], [5.4342, 2.1188, -0.1955], [5.6406, 1.2199, -1.2884], [6.3633, 3.1468, 0.1261], [5.3873, 1.0606, 1.3281], [6.5992, 0.9448, 1.8383], [4.9306, -0.1595, 1.0140], [4.5710, 1.5744, 2.2582], [-0.5122, 0.3584, -7.8708], [-0.4923, 0.3488, -6.7226], [-0.4719, 0.3372, -5.2859], [0.1957, 1.3386, -4.5848], [0.2175, 1.3252, -3.2016], [-0.3862, 0.2872, -2.4975], [-1.1426, -0.6383, -3.1993], [-1.1730, -0.6343, -4.5856], [0.6803, 2.1442, -5.1203], [0.6597, 2.1612, -2.6895], [-1.7581, -1.3538, -2.6927], [-1.7604, -1.3717, -5.1174]], "mulliken_charge": [3.494, -0.525, 1.475, -0.588, -0.698, -0.937, -1.069, -0.448, 0.085, 2.365, 0.716, 0.239, -0.919, -1.195, -0.934, -0.282, -0.372, -0.128, -0.881, -1.157, -0.783, -0.295, -0.259, -0.415, -1.068, -0.988, -0.520, 0.070, 1.855, 0.693, -0.271, -0.872, -1.120, -1.065, -0.506, 1.115, -0.435, -0.962, -0.854, -0.826, -0.817, -0.705, 0.270, -1.108, -1.115, -0.388, 0.876, 1.266, 0.925, -0.621, -1.057, -1.185, -0.962, -1.005, 1.502, -1.068, -0.831, -0.765, -0.760, -0.092, 0.580, 0.498, 0.498, 0.758, -0.168, 0.683, 0.409, 0.404, 0.435, 0.496, 0.450, 0.453, 0.650, 0.860, 0.491, 0.492, 0.520, 0.639, 0.471, 0.477, 0.459, 0.566, 0.455, 0.498, 0.499, 0.446, 0.520, 0.487, 0.522, 0.490, 0.502, 0.667, 0.710, 0.547, 0.457, 0.504, 0.521, 0.512, 0.501, 0.437, 0.539, -0.364, -0.068, 0.403, -0.384, -0.675, 0.072, 0.176, 0.235, -0.129, 0.211, 0.176, -0.207, 0.065, -0.222, -0.092, 0.993, -0.459, -0.739, -0.589, 0.764, -0.455, -0.724, 0.724, -0.241, -0.155, -0.261, -0.481, -0.339, 0.148, -1.259, 0.558, -0.383, 1.724, -1.347, 0.735, 0.417, -0.475, 0.620], "e_tot_ev": -213654.34986, "orbital_gap_ev": [4.9, 4.8], "homo_energy_ev": [-13.001, -13.000], "lumo_ev": [-8.15, -8.16], "total_charge": 2}